The following is a quantum chemistry calculation of a 8-piece molecular cluster, C51H48BrF7NO3 overall in a non-equilibrium geometry, from OMol25.

Properties
Charge   +1
Kohn-Sham gap   5.24 eV
F_max   5.31 eV/Å
Energy   -5525.05441 Eh

Each line ends with the Löwdin charge.
Positions of all 111 atoms, in Å:
O: 7.607 -3.368 3.193  -0.135
C: 7.129 -2.565 2.055  -0.190
C: 5.747 -1.745 2.519  -0.163
O: 5.931 -0.358 2.066  -0.153
C: 4.657 0.370 1.950  -0.181
O: 3.584 -0.104 2.838  -0.172
C: 2.296 -0.242 2.142  -0.162
C: 2.048 -1.873 1.874  -0.058
C: 2.571 -2.518 0.423  0.049
C: 2.323 -4.146 0.143  0.055
C: 1.538 -4.979 1.360  0.027
C: 1.100 -4.218 2.744  -0.033
N: 1.373 -2.719 2.944  -0.447
Br: 0.785 -2.022 4.624  0.862
H: 6.799 -3.916 3.494  0.115
H: 7.892 -1.774 1.653  0.139
H: 6.899 -3.297 1.141  0.130
H: 5.578 -1.845 3.695  0.150
H: 4.860 -2.319 2.016  0.100
H: 4.890 1.493 2.278  0.168
H: 4.381 0.410 0.814  0.146
H: 2.225 0.303 1.110  0.146
H: 1.413 0.206 2.808  0.116
H: 3.126 -1.872 -0.401  0.132
H: 2.669 -4.697 -0.836  0.122
H: 1.291 -6.122 1.234  0.116
H: 0.542 -4.823 3.599  0.130
F: 0.458 3.949 1.315  0.045
C: 0.252 3.834 2.634  -0.275
C: 1.123 3.066 3.398  -0.031
C: 0.912 2.950 4.772  -0.083
C: -0.176 3.595 5.365  -0.089
C: -1.048 4.360 4.588  -0.069
C: -0.830 4.484 3.217  -0.005
H: 1.958 2.565 2.919  0.097
H: 1.592 2.358 5.380  0.106
H: -0.343 3.501 6.436  0.105
H: -1.896 4.858 5.051  0.112
H: -1.492 5.082 2.599  0.117
F: 0.740 5.733 -4.887  0.064
C: 0.226 5.881 -3.659  -0.285
C: 0.661 5.053 -2.630  -0.019
C: 0.130 5.210 -1.350  -0.084
C: -0.840 6.188 -1.116  -0.088
C: -1.274 7.011 -2.156  -0.072
C: -0.734 6.861 -3.433  -0.004
H: 1.409 4.294 -2.833  0.111
H: 0.469 4.573 -0.538  0.074
H: -1.258 6.308 -0.118  0.094
H: -2.032 7.769 -1.972  0.094
H: -1.054 7.498 -4.251  0.093
F: 1.084 -2.394 -2.183  0.016
C: -0.115 -1.809 -2.311  -0.290
C: -0.694 -1.706 -3.571  -0.011
C: -1.945 -1.102 -3.705  -0.061
C: -2.597 -0.598 -2.577  -0.078
C: -2.005 -0.702 -1.317  -0.075
C: -0.760 -1.316 -1.183  -0.026
H: -0.169 -2.096 -4.437  0.115
H: -2.410 -1.024 -4.684  0.113
H: -3.571 -0.124 -2.682  0.109
H: -2.513 -0.306 -0.441  0.108
H: -0.289 -1.413 -0.210  0.090
F: -3.145 8.970 -3.515  0.050
C: -2.860 9.936 -4.398  -0.288
C: -3.001 11.268 -4.024  -0.015
C: -2.699 12.274 -4.941  -0.079
C: -2.270 11.937 -6.227  -0.093
C: -2.137 10.597 -6.595  -0.078
C: -2.428 9.591 -5.674  -0.026
H: -3.343 11.511 -3.023  0.116
H: -2.799 13.319 -4.657  0.107
H: -2.039 12.722 -6.944  0.103
H: -1.806 10.337 -7.598  0.107
H: -2.321 8.545 -5.939  0.110
F: -4.126 -2.795 0.825  0.065
C: -3.949 -3.208 2.088  -0.288
C: -5.059 -3.493 2.876  -0.009
C: -4.876 -3.927 4.188  -0.074
C: -3.584 -4.062 4.702  -0.103
C: -2.477 -3.769 3.905  -0.108
C: -2.660 -3.345 2.589  -0.025
H: -6.055 -3.374 2.462  0.123
H: -5.737 -4.160 4.810  0.118
H: -3.442 -4.397 5.727  0.105
H: -1.472 -3.871 4.308  0.037
H: -1.810 -3.121 1.953  0.097
F: -3.931 -6.745 5.269  0.051
C: -4.191 -7.724 4.392  -0.283
C: -4.279 -9.038 4.840  -0.015
C: -4.556 -10.057 3.928  -0.077
C: -4.730 -9.752 2.576  -0.093
C: -4.634 -8.431 2.136  -0.080
C: -4.369 -7.411 3.049  -0.015
H: -4.133 -9.257 5.892  0.117
H: -4.635 -11.086 4.269  0.108
H: -4.941 -10.547 1.864  0.104
H: -4.766 -8.196 1.082  0.106
H: -4.300 -6.378 2.726  0.099
F: 3.664 -4.893 -5.240  0.065
C: 3.804 -3.562 -5.197  -0.286
C: 2.898 -2.803 -4.464  -0.034
C: 3.045 -1.417 -4.414  -0.090
C: 4.092 -0.803 -5.108  -0.092
C: 4.993 -1.574 -5.844  -0.075
C: 4.852 -2.960 -5.885  -0.011
H: 2.086 -3.296 -3.939  0.093
H: 2.347 -0.815 -3.838  0.095
H: 4.204 0.278 -5.072  0.104
H: 5.804 -1.094 -6.386  0.110
H: 5.548 -3.575 -6.445  0.120